<i>
Computed, not measured: a 2-piece molecular cluster, C3H13N2O overall, with wB97M-V/def2-TZVPD.

```
19
C3H13N2O, DFT wB97M-V/def2-TZVPD
N -1.35172 1.75094 1.66512
C -0.28515 1.08614 2.31246
O 0.73331 0.56061 1.38589
H -1.03299 2.54492 1.12073
H -1.84830 1.11576 1.04909
H 0.24498 1.75076 2.98993
H -0.68080 0.23990 2.87928
H 1.02828 -0.28597 1.74464
C 0.82237 -1.94960 -1.14703
C -0.21158 -0.96502 -1.66313
N 0.14055 0.46148 -1.37449
H 0.54406 -2.94303 -1.49944
H 1.81373 -1.69609 -1.52307
H 0.87789 -1.96315 -0.06126
H -0.37617 -1.02726 -2.73566
H -1.16654 -1.13299 -1.16480
H 0.21751 0.67310 -0.35889
H -0.55455 1.10838 -1.84096
H 1.08513 0.67111 -1.77840
```

Values from the calculation:
LUMO level (spin up / spin down): 0.6 / 0.4 eV
spin multiplicity: 2
HOMO (spin up / spin down): -0.1169 / -0.3816 Eh
⟨S²⟩: 0.7507

Which charges does Mulliken predict for the atoms? In e, they are: -0.704 -0.517 -0.373 0.340 0.358 0.301 0.362 0.225 -0.979 -1.218 -1.408 0.352 0.404 0.277 0.599 0.277 -0.104 1.072 0.735

---

<ii>
Computed, not measured: a 2-piece molecular cluster, C3H13N2O overall, with wB97M-V/def2-TZVPD.

```
19
C3H13N2O, DFT wB97M-V/def2-TZVPD
C -1.10897 -0.33054 -1.60115
N -0.27085 -0.93391 -2.50768
C -0.21848 0.78432 -0.86328
N 0.98171 0.17352 -0.16148
C 1.21798 0.99835 1.08076
H -1.94947 0.30275 -1.91140
H -1.35016 -1.07035 -0.81192
H -0.48093 -0.62618 -3.43678
H -0.38165 -1.98422 -2.54045
H 0.19394 1.56040 -1.58669
H -0.89977 1.20427 0.01791
H 1.80554 0.28723 -0.75006
H 0.85981 -0.75210 0.08425
H 2.08578 0.62483 1.74387
H 1.50630 2.12762 1.12613
H 0.33528 0.82093 1.80060
H -0.14717 -0.80459 3.87596
H -1.54050 -1.39280 3.38457
O -0.63838 -0.98952 3.05684
```

Values from the calculation:
LUMO level (spin up / spin down): 0.8 / 0.5 eV
spin multiplicity: 2
HOMO (spin up / spin down): -0.0952 / -0.3532 Eh
⟨S²⟩: 0.7506

Which charges does Mulliken predict for the atoms? In e, they are: -0.921 -0.611 -0.820 -1.068 -1.843 0.294 0.544 0.285 0.321 0.419 0.321 0.960 0.695 0.675 0.285 0.465 0.316 0.347 -0.662

---

Stability check: which of them is most stable? <i>.

---

<i>
Computed, not measured: a 3-piece molecular cluster, C3H11O3 overall, with wB97M-V/def2-TZVPD.

```
17
C3H11O3, DFT wB97M-V/def2-TZVPD
C -0.13041 -0.74745 0.14635
O 1.00881 -0.25485 -0.42329
C -1.20082 0.31174 0.46744
C -2.17475 -0.27714 1.51774
H 0.19468 -1.24331 1.12032
H -0.65454 -1.51737 -0.44913
H -1.63535 0.73028 -0.45282
H -0.85241 1.25727 0.90967
H -2.62636 0.47770 2.16945
H -1.57362 -0.98624 2.08130
H -2.98430 -0.88270 1.09540
H 4.09991 0.25977 -0.28412
H 2.73813 -0.38469 -0.72197
O 3.71401 -0.38435 -0.88093
H 1.33019 1.62121 -2.04746
H 0.31385 0.55981 -1.90558
O 0.43299 1.46032 -2.34239
```

Values from the calculation:
LUMO level: 4.2 eV
HOMO: -0.1267 Eh
total charge: -1

Which charges does Mulliken predict for the atoms? In e, they are: -0.669 -0.915 -0.201 -1.073 0.275 0.181 0.292 0.220 0.331 0.293 0.253 0.265 0.477 -0.699 0.286 0.391 -0.708

---

<ii>
Computed, not measured: a 3-piece molecular cluster, C3H11O3 overall, with wB97M-V/def2-TZVPD.

```
17
C3H11O3, DFT wB97M-V/def2-TZVPD
C 0.78345 0.79274 0.08393
O 0.09301 0.96657 -1.08282
C 0.61698 -0.64561 0.64097
C 1.66628 -0.92266 1.73916
H 1.81383 1.17930 0.04765
H 0.32797 1.41074 0.91531
H -0.43807 -0.74000 0.91909
H 0.73306 -1.41353 -0.13103
H 1.50790 -1.87034 2.27875
H 2.68383 -0.84374 1.37195
H 1.43740 -0.23796 2.56418
H -1.82160 -1.19730 -1.85876
H -0.76228 -0.13072 -1.86212
O -1.42818 -0.56050 -2.49856
H -1.71343 1.49615 -0.72673
H -2.81766 1.11587 -1.61126
O -2.68250 1.60097 -0.78973
```

Values from the calculation:
LUMO level: 4.0 eV
HOMO: -0.1306 Eh
total charge: -1

Which charges does Mulliken predict for the atoms? In e, they are: -0.473 -0.947 -0.254 -1.237 0.328 0.181 0.189 0.327 0.359 0.312 0.296 0.271 0.382 -0.754 0.427 0.328 -0.735

---

Stability check: which of them is most stable? <ii>.

---

<i>
Computed, not measured: C30H36N3 as an isolated structure, with wB97M-V/def2-TZVPD.

```
69
C30H36N3, DFT wB97M-V/def2-TZVPD
C 6.26147 0.67192 -0.82444
C 4.82734 1.12363 -0.71313
C 3.82549 0.51912 -1.48104
C 2.47283 0.86352 -1.33287
C 1.45327 0.28783 -2.24736
C 2.13418 1.83010 -0.37236
N 0.80194 2.29234 -0.24915
C -0.32899 1.54403 -0.14591
N -1.34257 2.40587 -0.39931
C -2.67197 1.98429 -0.47627
C -3.00165 0.89622 0.34370
C -1.90667 0.35185 1.15542
C -4.34803 0.50116 0.39123
C -5.29338 1.10426 -0.44892
C -6.72717 0.65238 -0.40591
C -4.89956 2.12725 -1.32090
C -3.57535 2.57076 -1.36917
C -3.18329 3.58046 -2.40999
C -0.84796 3.70230 -0.64078
C 0.46536 3.63170 -0.58246
C 3.13238 2.51351 0.34391
C 2.76999 3.60403 1.30695
C 4.47677 2.14896 0.17195
H 6.88557 1.16870 -0.06761
H 6.34991 -0.41473 -0.66684
H 6.70838 0.87907 -1.81093
H 4.09082 -0.22345 -2.23234
H 0.42204 0.55292 -1.95966
H 1.62435 0.61315 -3.28821
H 1.52205 -0.80368 -2.25638
H -2.07777 -0.69552 1.48199
H -0.83369 0.46468 0.51093
H -1.78456 0.94189 2.09315
H -4.65677 -0.26367 1.10978
H -7.32846 1.16137 -1.17007
H -6.81288 -0.43100 -0.57731
H -7.19193 0.85003 0.57244
H -5.62383 2.58817 -1.99737
H -4.03785 3.71233 -3.08304
H -2.98721 4.57648 -1.99276
H -2.33530 3.27822 -3.04248
H -1.49501 4.53579 -0.83934
H 1.19933 4.38782 -0.75372
H 3.63539 3.82018 1.94382
H 2.51428 4.54850 0.80200
H 1.94066 3.32323 1.97127
H 5.25511 2.66024 0.75549
C -2.62863 -2.88897 0.97943
N -1.22866 -3.29278 0.77902
C -1.05126 -4.74968 0.73913
C -0.17128 -2.50638 0.99852
C 1.13168 -3.11054 1.21873
C 1.68071 -3.96675 0.22635
C 2.86905 -4.66382 0.45622
C 3.59827 -4.47158 1.63442
C 3.03914 -3.69287 2.65295
C 1.81627 -3.03308 2.46610
H -3.26102 -3.73333 0.67225
H -2.85057 -2.67855 2.04314
H -2.90890 -2.02415 0.36618
H -2.04896 -5.21219 0.79251
H -0.59669 -5.07737 -0.21079
H -0.42745 -5.11869 1.57977
H -0.31523 -1.44685 1.18437
H 1.12805 -4.11929 -0.71116
H 3.24164 -5.35763 -0.30895
H 4.55929 -4.97221 1.77621
H 3.58503 -3.56396 3.59108
H 1.36243 -2.45753 3.27852
```

Values from the calculation:
LUMO level: -4.2 eV
HOMO: -0.3447 Eh
total charge: +1

Which charges does Mulliken predict for the atoms? In e, they are: -1.446 0.797 -0.926 1.238 -1.469 0.079 0.734 -1.184 0.429 0.104 1.207 -1.213 -0.986 0.626 -1.423 -1.144 1.337 -1.967 -0.722 -0.919 0.622 -1.646 -0.926 0.355 0.333 0.309 0.450 0.073 0.381 0.374 -0.029 0.690 0.250 0.546 0.335 0.327 0.333 0.285 0.384 0.382 0.360 0.571 0.668 0.448 0.306 0.307 0.301 -0.847 0.255 -0.878 0.131 -0.139 -0.116 -0.824 -0.440 -0.599 -0.291 0.395 0.312 0.350 0.381 0.318 0.393 0.406 0.603 0.370 0.440 0.401 0.436

---

<ii>
Computed, not measured: an isolated ion of composition C30H36N3 and charge +1, with wB97M-V/def2-TZVPD.

```
69
C30H36N3, DFT wB97M-V/def2-TZVPD
C 3.95902 2.49748 -2.73986
C 2.85652 1.47386 -2.61830
C 1.86090 1.51225 -3.75797
N 2.09397 1.74975 -1.40460
N 0.89440 2.27795 -1.55030
N 0.44585 2.42689 -0.30841
C -0.77538 3.26930 -0.12722
C -1.88474 2.67591 -0.97265
C -0.48885 4.68770 -0.60202
C 1.33368 2.00330 0.61766
C 0.97695 1.93922 2.02721
C 1.47263 2.94876 2.87924
C 1.11192 2.93777 4.22898
C 0.27953 1.92695 4.73958
C -0.21860 0.92679 3.88253
C 0.12395 0.91670 2.52780
C 2.48286 1.64211 -0.07997
C 3.73767 1.07557 0.43483
H 4.58502 2.28735 -3.61686
H 3.51374 3.49770 -2.84090
H 4.58931 2.49688 -1.84060
H 3.27611 0.47458 -2.48407
H 2.39421 1.40415 -4.70671
H 1.13099 0.70007 -3.67299
H 1.31815 2.46080 -3.75257
H -1.03082 3.25816 0.93182
H -2.78282 3.30851 -0.92530
H -1.55160 2.60816 -2.01086
H -2.14680 1.67630 -0.62315
H -1.39978 5.30218 -0.55192
H 0.28162 5.16094 0.01150
H -0.14500 4.66392 -1.64215
H 2.08275 3.74385 2.42747
H 1.50126 3.71934 4.87942
H 0.01676 1.91920 5.80348
H -0.86272 0.14113 4.27959
H -0.26313 0.15771 1.83149
H 3.51817 0.49008 1.35694
H 4.40964 0.67709 -0.33778
C 8.61817 -2.79296 3.08776
C 7.90004 -1.53417 2.70125
C 6.82222 -1.06202 3.45605
C 6.09823 0.05344 3.03458
C 6.34635 0.69434 1.79271
C 5.31169 1.68931 1.25231
C 5.75258 2.91247 0.52692
C 5.02809 4.09548 0.78207
C 5.09990 5.16716 -0.07929
C 6.01293 5.16346 -1.13335
C 6.08032 6.32034 -2.07567
C 6.88636 4.07516 -1.27095
C 6.75887 2.95953 -0.45524
C 7.61503 0.38978 1.23257
C 8.32313 -0.76039 1.61573
H 9.38650 -3.04969 2.35586
H 9.09472 -2.74001 4.07390
H 7.91411 -3.62842 3.12620
H 6.54299 -1.59818 4.36351
H 5.28150 0.40609 3.65918
H 4.70342 1.98483 2.13772
H 4.36392 4.11788 1.64158
H 4.44513 6.02945 0.06242
H 6.83986 6.16312 -2.84383
H 5.11914 6.45289 -2.58317
H 6.29852 7.26475 -1.56276
H 7.65401 4.08716 -2.04902
H 7.39437 2.10084 -0.64489
H 8.06161 1.00401 0.46744
H 9.21351 -1.06691 1.05414
```

Values from the calculation:
LUMO level: -2.8 eV
HOMO: -0.3953 Eh
total charge: +1
SMILES: Cc1ccc(C(Cc2c(-c3ccccc3)[n+](C(C)C)nn2C(C)C)c2ccc(C)cc2)cc1

Which charges does Mulliken predict for the atoms? In e, they are: -0.487 0.207 -1.559 0.803 -1.108 0.844 0.311 -1.343 -1.312 -0.374 0.001 -0.072 -0.848 -0.419 -0.713 -0.095 0.824 -1.238 0.455 0.347 -0.307 0.295 0.449 0.406 0.333 0.214 0.432 0.345 0.341 0.432 0.331 0.322 0.423 0.425 0.409 0.414 0.479 0.498 0.338 -1.397 1.008 -0.680 -0.455 0.245 0.692 0.249 -0.462 -0.802 1.122 -1.505 -1.235 -0.349 -0.587 -1.030 0.359 0.318 0.336 0.390 0.411 0.471 0.532 0.437 0.371 0.320 0.356 0.289 0.185 0.305 0.301

---

Stability check: which of them is most stable? <ii>.